{"formula": "C22H13Cl3MgN7O2S", "method": "ωB97M-V/def2-TZVPD", "e_tot_ev": -91401.04111, "de_lowest_kcal_mol": 0.0, "lumo_energy_ev": 1.59, "total_charge": -1, "symbols": ["C", "C", "C", "N", "H", "C", "N", "C", "C", "C", "H", "C", "C", "N", "C", "H", "H", "Cl", "C", "Mg", "H", "N", "C", "N", "H", "H", "O", "C", "C", "C", "C", "H", "N", "H", "O", "N", "C", "C", "C", "C", "C", "C", "S", "Cl", "H", "H", "H", "Cl", "H"], "positions_angstrom": [[-0.3288, -0.2292, 3.3172], [2.2405, 4.9594, -1.5958], [3.5387, -3.3502, -2.5689], [1.4550, 0.5255, 1.8973], [-3.6607, 0.4491, 0.2794], [1.4217, -1.7116, -1.8525], [2.8131, -0.3515, 4.9046], [-6.5230, -2.3858, 2.8321], [1.0568, 0.0621, 3.0513], [-4.4901, -2.5488, 1.5354], [2.1996, -0.3172, -3.2702], [-5.6312, -0.4350, 1.7378], [-6.5967, -1.0325, 2.5311], [-2.5914, -1.2157, -0.0354], [2.6291, -3.7617, -1.6003], [2.7539, -4.7208, -1.1139], [5.5444, 3.1210, -0.8621], [6.1157, 5.9002, -1.2768], [3.4221, 2.9650, -1.1047], [0.4717, 1.2131, -0.8311], [-7.2755, -2.8511, 3.4551], [-3.6299, -0.5571, 0.4302], [2.1737, 3.5710, -1.3617], [-0.6599, -1.3628, -1.0718], [0.8561, -3.2506, -0.4832], [-7.4098, -0.4328, 2.9205], [1.0665, 2.9075, -1.3864], [3.4276, 5.6683, -1.5723], [3.3849, -2.1129, -3.1769], [1.5676, -2.9491, -1.2394], [-4.5775, -1.1934, 1.2368], [-3.6566, -3.1196, 1.1531], [0.3631, -0.7986, -1.5230], [-5.6843, 0.6228, 1.5088], [0.5022, 0.6969, 1.0455], [-1.4259, -0.4718, 3.5610], [-1.7404, -0.5319, -0.7462], [4.6221, 3.6439, -1.0716], [2.0423, -0.1677, 4.0710], [2.3289, -1.2900, -2.8123], [-5.4634, -3.1317, 2.3301], [4.6128, 5.0058, -1.3093], [-1.9174, 1.1458, -1.2252], [3.4017, 1.2426, -0.8179], [3.4219, 6.7330, -1.7574], [-5.3874, -4.1860, 2.5662], [4.3686, -3.9894, -2.8414], [0.7590, 5.8044, -1.9276], [4.0887, -1.7810, -3.9291]]}